Below is a single C9H11NOS molecule, with properties calculated with ωB97M-V/def2-TZVPD.

Kohn-Sham gap in eV: 8.7
SMILES string: CC(=O)/C=C/[C@@H]1C=CN=C(S)C1
Relative energy (zero: lowest compared OMol25 entry of this formula, charge and spin) in eV: 2.905
Maximum force in eV Å⁻¹: 3.91
Total energy in hartree: -877.6308
HOMO energy in eV: -8.623

The geometry in XYZ format:
```
23
Properties=species:S:1:pos:R:3:mulliken_charge:R:1
C 2.91544 -2.74326 0.64611 -1.05
C 1.41074 -2.70898 0.35583 0.29
O 0.70192 -3.62758 0.70575 -0.57
C 0.77786 -1.41756 -0.00075 -0.56
C -0.55159 -1.20692 -0.01058 -0.47
C -1.11222 0.12838 -0.36361 0.44
C -0.36489 0.79871 -1.52803 -0.64
C -0.58576 2.09668 -1.76174 -0.28
N -1.25443 2.88602 -0.85798 -0.56
C -1.54907 2.49447 0.32950 0.51
S -2.20249 3.56512 1.52969 -0.27
C -1.09501 1.10845 0.82846 -1.25
H 3.48280 -2.26597 -0.19541 0.32
H 3.11852 -3.83972 0.74304 0.31
H 3.01688 -2.01577 1.46565 0.29
H 1.27257 -0.56861 -0.28540 0.51
H -1.24398 -1.85437 0.31513 0.59
H -2.28551 0.15629 -0.53569 0.32
H 0.16675 0.22868 -2.27742 0.40
H -0.14780 2.57939 -2.60363 0.43
H -2.83749 4.37787 0.64224 0.17
H -1.55473 0.73415 1.63787 0.67
H -0.07851 1.09453 1.22095 0.40
```

Below is a single C20H22N2O4 molecule, with properties calculated with ωB97M-V/def2-TZVPD.

Kohn-Sham gap in eV: 9.3
SMILES string: CCOC(=O)C1CCN(C(=O)c2cccnc2Oc2ccccc2)CC1
Relative energy (zero: lowest compared OMol25 entry of this formula, charge and spin) in eV: 1.569
Maximum force in eV Å⁻¹: 0.88
Total energy in hartree: -1185.8351
HOMO energy in eV: -8.578

The geometry in XYZ format:
```
48
Properties=species:S:1:pos:R:3:mulliken_charge:R:1
C 5.99546 -1.93618 1.54011 -1.17
C 4.50549 -2.21826 1.62221 -0.29
O 3.82838 -1.47522 0.60290 -0.27
C 2.66959 -0.89542 0.91304 0.07
O 2.14809 -0.94889 1.99549 -0.61
C 2.07975 -0.19382 -0.29661 0.52
C 1.33759 1.07371 0.13038 -0.59
C 0.57611 1.67457 -1.04973 -0.88
N -0.30045 0.69384 -1.64227 0.12
C -1.64372 0.77860 -1.74647 0.43
O -2.31155 -0.04291 -2.34802 -0.69
C -2.27587 1.97894 -1.10535 0.62
C -2.80956 2.98366 -1.89760 -0.42
C -3.40018 4.08851 -1.30120 -0.61
C -3.42517 4.14227 0.08114 -0.56
N -2.95672 3.17541 0.85075 -0.77
C -2.41439 2.11111 0.28934 0.66
O -1.92262 1.19864 1.16409 -0.43
C -2.21964 -0.13929 1.00733 0.68
C -1.36278 -1.05320 1.61206 -0.54
C -1.63256 -2.40632 1.52013 -0.35
C -2.74841 -2.85444 0.83328 -0.62
C -3.61141 -1.93882 0.25710 -0.57
C -3.35872 -0.58256 0.34812 -0.38
C 0.38800 -0.48009 -2.13082 -1.22
C 1.10818 -1.17150 -0.97621 -0.32
H 6.51796 -2.52160 2.29100 0.39
H 6.19056 -0.88131 1.71504 0.31
H 6.37282 -2.20188 0.55623 0.29
H 4.09527 -1.92951 2.59529 0.32
H 4.30004 -3.28029 1.45105 0.29
H 2.89192 0.04812 -0.98878 0.43
H 0.63724 0.82607 0.92719 -0.08
H 2.04367 1.80982 0.51779 0.55
H 1.28950 2.00320 -1.81826 0.47
H 0.00134 2.54219 -0.72357 0.47
H -2.74580 2.89779 -2.97260 0.46
H -3.81856 4.88406 -1.89612 0.42
H -3.84745 4.98609 0.60949 0.44
H -0.49786 -0.70262 2.15388 0.48
H -0.95941 -3.11045 1.98635 0.43
H -2.94974 -3.91218 0.75590 0.40
H -4.49152 -2.27668 -0.26799 0.40
H -4.04164 0.12784 -0.09308 0.41
H 1.10702 -0.18103 -2.90306 0.37
H -0.36010 -1.14095 -2.57234 0.55
H 0.36933 -1.50924 -0.24664 -0.07
H 1.65254 -2.03975 -1.34995 0.44
```

> Which of these has the highest relative energy (zero: lowest compared OMol25 entry of this formula, charge and spin)?

C9H11NOS

> Which formula does entry 1 have?

C9H11NOS

> Among the records above, which one has the lowest HOMO energy?

C9H11NOS

> Look up the Kohn-Sham gap of the first one.

8.7 eV